{"formula": "C21H49O24P5", "method": "ωB97M-V/def2-TZVPD", "symbols": ["C", "C", "C", "O", "C", "C", "C", "O", "O", "O", "H", "H", "H", "H", "C", "O", "P", "O", "O", "C", "O", "C", "H", "H", "H", "H", "H", "H", "H", "H", "H", "C", "O", "P", "O", "O", "C", "O", "C", "H", "H", "H", "H", "H", "H", "H", "H", "H", "C", "O", "P", "O", "O", "C", "O", "C", "H", "H", "H", "H", "H", "H", "H", "H", "H", "C", "O", "P", "O", "O", "C", "O", "C", "H", "H", "H", "H", "H", "H", "H", "H", "H", "C", "O", "P", "O", "O", "C", "O", "C", "H", "H", "H", "H", "H", "H", "H", "H", "H"], "xyz": [[0.3378, 0.1685, -0.4696], [-0.2885, -0.9253, 0.0941], [-1.6693, -0.9385, 0.6923], [-2.2471, -1.9536, 1.1440], [-2.3114, 0.4291, 0.5628], [-1.7264, 1.4300, -0.1692], [-0.3445, 1.4039, -0.7279], [0.2614, 2.2091, -1.3939], [-2.3937, 2.5826, -0.5555], [0.2915, -2.1759, 0.0982], [1.3261, 0.0757, -0.8950], [-3.3281, 0.6206, 0.8725], [-1.9314, 2.9987, -1.2868], [-0.0980, -2.7561, 0.7565], [3.2041, -4.4420, -4.9736], [4.0356, -3.6826, -4.1259], [3.4710, -2.3525, -3.4350], [3.3074, -1.1842, -4.3149], [2.1320, -2.8512, -2.6572], [2.1929, -4.0362, -1.8064], [4.6268, -2.0811, -2.2477], [4.5095, -0.9428, -1.3531], [3.7150, -4.6031, -5.9229], [2.2871, -3.8947, -5.1918], [3.0006, -5.4630, -4.6506], [2.0719, -5.0517, -2.1836], [1.3783, -4.0053, -1.0829], [3.1208, -4.1048, -1.2385], [4.5873, -1.2454, -0.3089], [3.4934, -0.5552, -1.4268], [5.2309, -0.1392, -1.5007], [-9.3823, 0.5086, 2.9960], [-8.1276, 0.9525, 3.5251], [-6.7440, 0.2575, 3.0970], [-5.5897, 0.7220, 3.9842], [-6.9185, -1.3729, 3.2099], [-5.8997, -2.1468, 2.5983], [-6.6761, 0.6549, 1.5140], [-6.1328, 1.9256, 1.1029], [-9.9012, -0.2717, 3.5528], [-9.1837, 0.0606, 2.0224], [-10.0815, 1.3269, 2.8245], [-5.6772, -2.9770, 3.2686], [-4.9693, -1.6089, 2.4166], [-6.1481, -2.7642, 1.7350], [-5.3038, 1.7903, 0.4083], [-5.6503, 2.3309, 1.9923], [-6.8045, 2.5686, 0.5343], [7.4385, 0.5895, 0.0379], [6.2222, 1.2697, 0.1179], [5.8700, 2.2274, 1.3129], [6.3514, 1.7061, 2.6585], [6.4607, 3.7021, 0.8706], [6.1349, 4.7675, 1.7136], [4.2454, 2.3996, 1.0977], [3.4354, 1.2950, 0.9796], [7.1921, -0.4622, -0.1077], [7.9702, 0.6760, 0.9855], [8.0170, 0.9976, -0.7909], [5.6961, 4.4873, 2.6712], [5.5010, 5.4326, 1.1271], [6.9855, 5.3892, 1.9929], [2.5862, 1.3423, 1.6613], [3.8075, 0.3258, 1.3116], [3.1206, 1.1404, -0.0525], [0.3652, 7.4493, -4.6202], [-0.4202, 6.6319, -3.7989], [-0.0981, 6.2170, -2.2629], [0.1366, 7.4135, -1.3693], [-1.3492, 5.2659, -1.8661], [-2.4795, 5.9607, -1.3083], [1.1787, 5.1699, -2.3540], [1.9607, 4.9047, -1.2399], [0.7890, 6.8439, -5.4215], [1.2580, 7.8129, -4.1115], [-0.1699, 8.2633, -5.1092], [-2.5323, 7.0450, -1.4068], [-2.5627, 5.7492, -0.2422], [-3.3716, 5.6399, -1.8461], [2.9669, 5.3114, -1.3411], [1.9961, 3.8544, -0.9503], [1.6507, 5.5083, -0.3868], [-1.6112, -5.0043, -0.5506], [-1.3267, -5.9674, 0.3876], [-0.6077, -5.5046, 1.8040], [-0.0189, -4.0997, 1.7763], [0.4401, -6.7297, 2.0452], [0.9891, -6.9314, 3.3464], [-1.7601, -5.7489, 2.9550], [-3.1424, -5.4342, 2.7273], [-0.8114, -4.8652, -1.2779], [-2.0693, -4.0743, -0.2139], [-2.3532, -5.4852, -1.1881], [0.7954, -7.9986, 3.4549], [0.4720, -6.2943, 4.0639], [2.0260, -6.6841, 3.5739], [-3.4570, -5.9699, 1.8317], [-3.2251, -4.3522, 2.6248], [-3.7447, -5.6736, 3.6037]], "e_lumo_ha": [-0.2375, -0.3123], "homo_lumo_gap_ev": [6.0, 4.0], "charge": 1, "spin_multiplicity": 2, "e_homo_ev": [-12.500, -12.500], "s_squared": 0.769}



{"formula": "C21H50AsMnNSSi5", "method": "ωB97M-V/def2-TZVPD", "symbols": ["Mn", "S", "C", "C", "C", "C", "C", "N", "H", "H", "H", "H", "C", "Si", "C", "C", "C", "Si", "C", "C", "C", "H", "H", "H", "H", "H", "H", "H", "H", "H", "H", "H", "H", "H", "H", "H", "H", "H", "H", "H", "C", "Si", "C", "C", "As", "Si", "C", "C", "C", "Si", "C", "C", "C", "H", "H", "H", "H", "H", "H", "H", "H", "H", "H", "H", "H", "H", "H", "H", "H", "H", "H", "H", "H", "H", "H", "H", "H", "H", "H", "H"], "xyz": [[0.2654, 0.1832, -0.9580], [-0.9193, 0.5222, -2.8001], [-0.7195, -1.2445, -2.8545], [-1.1097, -2.1457, -3.8189], [-0.7427, -3.4760, -3.6207], [0.0009, -3.8411, -2.5036], [0.3581, -2.8712, -1.5841], [-0.0321, -1.6041, -1.7502], [-1.6589, -1.8255, -4.6919], [-1.0239, -4.2229, -4.3515], [0.3143, -4.8625, -2.3441], [0.9364, -3.1018, -0.7052], [1.4556, 2.8448, 1.1304], [2.2394, 2.3971, -0.4969], [1.3078, 3.3049, -1.8495], [4.0294, 2.9231, -0.4485], [2.0762, 0.4645, -0.8262], [3.1753, -0.1106, -2.4073], [3.2403, -1.9696, -2.5873], [4.9231, 0.4227, -2.0176], [2.5830, 0.6653, -3.9891], [1.8008, 3.8306, 1.4483], [1.6894, 2.1448, 1.9321], [0.3683, 2.9074, 1.0303], [1.0077, 4.2757, -1.4463], [0.4022, 2.8180, -2.2138], [1.9242, 3.4976, -2.7278], [4.0132, 3.8672, 0.1037], [4.4562, 3.1199, -1.4286], [4.6860, 2.2420, 0.0897], [2.4308, -0.1683, 0.0049], [3.2736, -2.5169, -1.6447], [4.1798, -2.1874, -3.1008], [2.4417, -2.3639, -3.2134], [5.2257, 0.2637, -0.9833], [5.1276, 1.4541, -2.2899], [5.5627, -0.2081, -2.6406], [1.6050, 0.3170, -4.3225], [3.3180, 0.3759, -4.7470], [2.5649, 1.7543, -3.9628], [0.8984, 0.4896, 3.8945], [-0.7390, 1.1698, 3.2878], [-0.8734, 3.0322, 3.1933], [-2.1090, 0.6344, 4.4352], [-1.0613, 0.0030, 1.0913], [-1.2673, -2.3776, 1.5710], [-2.2495, -2.6608, 3.1307], [-2.1786, -3.2670, 0.1941], [0.4843, -2.9843, 1.8863], [-3.2315, 0.7987, 0.2241], [-4.3952, 0.9240, 1.6771], [-2.9141, 2.4961, -0.4821], [-3.9372, -0.4407, -0.9781], [1.2560, 1.1086, 4.7223], [1.6894, 0.4561, 3.1474], [0.7629, -0.5203, 4.2880], [-1.2525, 3.3283, 4.1759], [-1.6118, 3.3721, 2.4648], [0.0581, 3.5614, 3.0180], [-1.7603, 1.1157, 5.3606], [-2.2158, -0.4191, 4.6503], [-3.0792, 1.0662, 4.2115], [-3.2348, -2.1971, 3.1477], [-1.7150, -2.4286, 4.0478], [-2.4110, -3.7464, 3.1287], [-3.2195, -3.3772, 0.5071], [-1.7728, -4.2752, 0.0870], [-2.1866, -2.7946, -0.7842], [0.6781, -2.9384, 2.9606], [1.2845, -2.4140, 1.4120], [0.5906, -4.0310, 1.5913], [-4.2284, 1.8122, 2.2851], [-4.4062, 0.0460, 2.3221], [-5.4005, 1.0108, 1.2515], [-2.8304, 3.2238, 0.3278], [-3.7729, 2.7927, -1.0899], [-2.0294, 2.5932, -1.1128], [-4.3454, -1.2921, -0.4316], [-3.2701, -0.8004, -1.7579], [-4.7807, 0.0545, -1.4692]], "relative_energy_kj_mol": 88.97, "e_lumo_ha": [-0.3038, -0.2552], "homo_lumo_gap_ev": [6.4, 7.8], "charge": 2, "spin_multiplicity": 2, "e_homo_ev": [-14.648, -14.788], "s_squared": 0.969}